Record 1
The following is a quantum chemistry calculation of the ion C9H13N2 with charge +1 at a distorted geometry, from OMol25.

Results
SMILES: C\C=N/C=C(C)\C=C(\C)C#[NH+]
HOMO level: -11.893 eV
Charge: +1

```
24
C9H13N2 | OMol25 | the ωB97M-V functional and the def2-TZVPD basis
N 1.21 0.26 -1.10
N -0.98 -1.96 -1.58
C 0.28 1.27 -2.98
C 1.61 1.22 2.44
C -2.46 -1.34 1.16
C 0.98 0.45 1.34
C 1.02 0.19 -2.37
C -1.07 -0.87 0.70
C -0.17 -0.12 1.57
C 1.62 0.53 0.05
C -0.81 -1.41 -0.49
H 2.61 0.92 0.02
H -2.66 -2.35 1.39
H 1.37 -0.79 -2.72
H 2.65 1.42 2.40
H 1.17 2.18 2.49
H -3.20 -0.96 0.48
H -0.04 1.19 -4.10
H -2.55 -0.90 2.12
H 0.91 2.14 -3.03
H -1.00 -2.98 -1.79
H 1.28 0.79 3.41
H -0.47 1.56 -2.23
H -0.64 -0.01 2.62
```

Here are the Löwdin charges for atoms 1 to 4, given in e:
1 N 0.121
2 N 0.196
3 C -0.030
4 C -0.047

Record 2
The following is a quantum chemistry calculation of the ion C9H13N2 with charge +1 at a distorted geometry, from OMol25.

Results
SMILES: CC1=C([N@+]23C[C@H]2[C@]2(C)CN23)C1
HOMO level: -13.268 eV
Charge: +1

```
24
C9H13N2 | OMol25 | the ωB97M-V functional and the def2-TZVPD basis
N -0.06 -0.23 -0.03
N -1.04 -0.66 1.00
C 1.26 -0.02 0.30
C 2.31 1.09 0.34
C -1.09 0.52 -0.78
C 2.52 -0.33 -0.04
C -0.48 -0.76 -1.25
C -1.45 0.56 1.62
C 3.58 -1.16 -0.63
C -2.05 0.24 0.37
C -3.48 -0.23 0.16
H 2.31 1.83 -0.43
H 4.13 -0.37 -1.18
H 3.08 -2.04 -1.25
H 4.26 -1.47 0.21
H -0.98 -1.76 -1.29
H -2.21 0.26 2.48
H 2.77 1.42 1.31
H 0.23 -0.74 -2.12
H -4.15 0.58 -0.08
H -3.47 -0.86 -0.72
H -0.80 1.28 2.13
H -0.75 1.40 -1.25
H -3.83 -0.78 1.06
```

Here are the Löwdin charges for atoms 1 to 4, given in e:
1 N -0.126
2 N 0.137
3 C -0.084
4 C -0.018

Record 3
The following is a quantum chemistry calculation of the ion C9H13N2O2 with charge -1 at a distorted geometry, from OMol25.

Results
SMILES: CC(C)(C)/[N+]([O-])=c1/ccccn1[O-]
HOMO level: -2.183 eV
Charge: -1

```
26
C9H13N2O2 | OMol25 | the ωB97M-V functional and the def2-TZVPD basis
O -1.67 0.81 1.14
O 2.14 -0.45 -0.38
N 0.86 -0.18 -0.03
N -0.51 1.03 1.63
C -0.66 0.86 -1.66
C -1.16 -1.50 -0.51
C -0.54 1.81 2.77
C 0.58 -1.25 -2.23
C 1.84 1.46 3.11
C -0.15 -0.48 -1.12
C 1.77 0.63 2.02
C 0.69 0.46 1.16
C 0.64 2.10 3.46
H -1.55 2.19 2.89
H -1.30 1.42 -0.95
H 0.53 -0.68 -3.23
H -0.78 -2.49 -0.33
H -1.96 -1.66 -1.33
H -1.70 -1.04 0.36
H -1.50 0.78 -2.37
H 2.48 -0.10 1.83
H 0.68 2.99 4.14
H 0.24 -2.40 -2.33
H 1.70 -1.30 -1.94
H 0.09 1.59 -1.83
H 2.58 1.53 3.85
```

Here are the Löwdin charges for atoms 1 to 4, given in e:
1 O -0.192
2 O -0.271
3 N -0.150
4 N -0.185

Record 4
The following is a quantum chemistry calculation of the molecule C9H13N2O2P at a distorted geometry, from OMol25.

Results
SMILES: CO[P@@]1(=Nc2ccccc2)NCCO1
HOMO level: -7.656 eV

```
27
C9H13N2O2P | OMol25 | the ωB97M-V functional and the def2-TZVPD basis
P 1.23 -0.08 0.40
O 1.35 1.50 0.88
O 2.39 -0.85 1.16
N 2.29 -0.26 -1.51
N -0.13 -0.67 0.91
C -3.79 -0.56 0.77
C -3.99 -0.27 -0.58
C -1.60 -0.08 -0.84
C 3.65 -1.04 0.40
C -2.49 -0.62 1.29
C 3.15 -1.34 -1.00
C -2.89 0.14 -1.34
C 0.33 2.52 0.73
C -1.41 -0.56 0.46
H 0.14 2.99 -0.23
H 2.67 0.67 -1.58
H -3.17 0.56 -2.22
H -2.20 -0.71 2.31
H 4.04 -1.90 1.01
H 4.13 -0.06 0.36
H 0.70 3.25 1.31
H -0.57 2.02 0.96
H 3.82 -1.60 -1.79
H -4.94 -0.16 -0.93
H -0.76 0.16 -1.31
H -4.59 -0.69 1.36
H 2.63 -2.35 -1.00
```

Here are the Löwdin charges for atoms 1 to 4, given in e:
1 P 0.786
2 O -0.272
3 O -0.242
4 N -0.043

Record 5
The following is a quantum chemistry calculation of the molecule C9H13N3O at a distorted geometry, from OMol25.

Results
SMILES: CC(C)NNC(=O)c1ccccn1
HOMO level: -9.291 eV

```
26
C9H13N3O | OMol25 | the ωB97M-V functional and the def2-TZVPD basis
O -1.56 -2.74 -0.18
N -0.33 0.30 -1.51
N -1.54 0.51 0.92
N -0.79 -0.99 -1.34
C -1.09 0.61 3.28
C -0.73 -0.81 3.32
C 1.14 0.47 -1.23
C -1.37 1.21 2.04
C -1.16 -1.61 -0.25
C 1.65 -0.33 -2.52
C -0.61 -1.57 2.09
C -1.11 -0.80 1.00
C 1.65 2.00 -1.49
H -1.73 2.23 2.06
H 1.07 0.36 -3.43
H 1.25 2.93 -0.89
H -1.24 -1.41 -2.27
H -0.97 1.06 4.31
H -0.52 -2.65 2.13
H 1.59 2.01 -2.65
H 2.63 1.92 -1.11
H -0.96 0.63 -0.75
H 2.83 -0.60 -2.65
H 1.58 -0.02 -0.42
H 1.07 -1.18 -2.54
H -0.72 -1.51 4.10
```

Here are the Löwdin charges for atoms 1 to 4, given in e:
1 O 0.077
2 N -0.053
3 N 0.095
4 N -0.002

Record 6
The following is a quantum chemistry calculation of the molecule C9H13N3O3 at a distorted geometry, from OMol25.

Results
HOMO level (spin up / spin down): -8.676 / -7.419 eV

```
28
C9H13N3O3 | OMol25 | the ωB97M-V functional and the def2-TZVPD basis
O 3.86 0.25 -1.73
O 3.71 -0.67 0.21
O 1.00 -2.66 1.47
N -0.36 -0.17 0.02
N 3.39 0.14 -0.64
N -0.46 -1.58 -0.05
C 2.42 1.04 -0.27
C 1.71 0.97 1.05
C 0.61 -1.72 0.89
C -1.78 -2.11 0.10
C -2.65 -1.32 -0.94
C 0.74 -0.18 0.85
C -2.52 0.24 -0.91
C 1.12 2.33 1.52
C -1.00 0.60 -0.93
H -2.18 -2.12 1.16
H -2.98 0.52 0.06
H 0.89 2.97 0.61
H -1.72 -3.16 -0.41
H -2.81 0.61 -1.80
H 2.49 0.69 1.77
H -0.85 1.60 -0.59
H -3.63 -1.80 -0.72
H -2.46 -1.76 -1.90
H 0.23 2.34 2.17
H 1.98 1.70 -1.06
H -0.69 0.47 -1.98
H 1.94 2.81 2.03
```

Here are the Löwdin charges for atoms 1 to 4, given in e:
1 O 0.067
2 O 0.048
3 O 0.174
4 N -0.051

no.,DFT total energy (hartree)
1,-459.8672
2,-459.7362
3,-610.5722
4,-952.0029
5,-590.0926
6,-740.4484